1.
The following is a DFT calculation (wB97M-V/def2-TZVPD) of C27H19Cl6F5N4OPdS as an isolated structure in a non-equilibrium geometry.

Summary:
Highest occupied orbital energy: -0.0589 Ha
Energy above the lowest of the compared OMol25 structures with the same formula, charge and spin: 0.0000 eV
Total charge: -2
DFT total energy: -139343.107 eV

Each line ends with the natural charge from an NBO analysis.
CARTESIAN COORDINATES (ANGSTROEM)
1 Pd 0.243 -0.051 -0.130  0.506
2 F -4.157 -4.944 -2.567  -0.315
3 C -3.400 -4.245 -1.700  0.225
4 C -3.897 -3.893 -0.460  0.248
5 F -5.153 -4.248 -0.125  -0.315
6 C -3.110 -3.178 0.421  0.306
7 F -3.669 -2.855 1.601  -0.316
8 C -1.808 -2.771 0.130  -0.232
9 S -0.845 -1.843 1.248  -0.347
10 C -1.335 -3.177 -1.122  0.313
11 F -0.085 -2.901 -1.489  -0.297
12 C -2.107 -3.882 -2.025  0.305
13 F -1.604 -4.240 -3.217  -0.316
14 C -3.341 -0.293 3.730  -0.434
15 N -2.553 0.579 4.587  -0.642
16 C -1.568 1.412 4.100  0.776
17 N -1.109 1.121 2.866  -0.850
18 O -1.155 2.362 4.769  -0.725
19 H -4.071 -0.814 4.348  0.188
20 H -2.712 -1.040 3.249  0.240
21 H -3.870 0.254 2.942  0.192
22 H -3.013 0.992 5.380  0.381
23 H -1.330 0.285 2.335  0.435
24 H -0.385 1.711 2.501  0.404
25 C 4.860 -1.061 -0.014  -0.637
26 C 4.198 0.289 -0.156  0.048
27 C 5.033 1.344 -0.113  -0.332
28 C 4.809 2.783 -0.121  -0.451
29 C 4.298 3.949 -0.015  -0.013
30 C 1.714 0.975 -1.016  -0.232
31 C 1.874 1.797 -2.074  -0.542
32 C 2.688 0.143 -0.312  0.089
33 N 2.153 -0.932 0.149  -0.601
34 H 5.935 -0.972 0.150  0.176
35 H 4.668 -1.664 -0.904  0.221
36 H 4.382 -1.598 0.804  0.256
37 H 6.088 1.112 -0.011  0.194
38 H 5.713 3.451 -0.322  0.315
39 H 2.854 2.095 -2.454  0.172
40 H 0.873 4.143 -0.097  0.336
41 H 1.653 4.079 1.737  0.262
42 H 0.995 2.287 -2.482  0.198
43 Cl 1.842 0.088 -5.309  -0.022
44 C 0.217 0.192 -4.690  -0.063
45 C -0.519 1.353 -4.852  -0.200
46 C -1.813 1.358 -4.356  -0.251
47 C -2.298 0.207 -3.750  0.041
48 N -1.580 -0.897 -3.580  -0.400
49 C -0.329 -0.893 -4.030  0.023
50 H -0.085 2.221 -5.329  0.221
51 H -2.436 2.240 -4.417  0.223
52 H -3.309 0.183 -3.362  0.206
53 H 0.264 -1.784 -3.859  0.212
54 Cl -3.516 -0.122 -0.511  -0.044
55 C -2.580 1.356 -0.699  -0.157
56 C -1.202 1.328 -0.485  -0.190
57 C -0.651 2.629 -0.547  -0.331
58 Cl 1.639 3.320 0.715  0.155
59 C -1.313 3.688 -0.850  -0.009
60 Cl -0.218 5.392 -0.715  -0.280
61 C -2.645 3.755 -1.189  -0.155
62 Cl -3.456 5.207 -1.740  -0.048
63 C -3.287 2.522 -1.085  -0.097
64 Cl -4.982 2.429 -1.495  -0.026



2.
The following is a DFT calculation (wB97M-V/def2-TZVPD) of C27H19HfN5O11 as an isolated structure.

Summary:
Highest occupied orbital energy: -0.3087 Ha
Energy above the lowest of the compared OMol25 structures with the same formula, charge and spin: 0.2400 eV
DFT total energy: -59595.372 eV

Each line ends with the natural charge from an NBO analysis.
CARTESIAN COORDINATES (ANGSTROEM)
1 Hf 0.356 0.074 0.001  2.435
2 C 3.902 2.417 2.057  -0.242
3 O 2.953 2.227 3.105  -0.530
4 C 1.700 2.749 2.917  0.287
5 C 1.170 3.538 3.919  -0.220
6 C -0.115 4.067 3.823  -0.239
7 C -0.877 3.804 2.707  -0.165
8 C -0.387 2.971 1.694  -0.189
9 C -1.208 2.742 0.518  0.193
10 N -0.973 1.807 -0.329  -0.446
11 N -1.702 1.795 -1.532  -0.405
12 C -1.124 0.965 -2.350  0.564
13 O -0.065 0.256 -2.048  -0.811
14 C -1.651 0.807 -3.728  -0.059
15 C -1.041 -0.101 -4.587  -0.185
16 C -1.528 -0.271 -5.875  -0.218
17 C -2.621 0.464 -6.307  -0.194
18 C -3.231 1.371 -5.449  -0.221
19 C -2.750 1.543 -4.163  -0.181
20 C 0.916 2.427 1.792  0.317
21 O 1.402 1.623 0.859  -0.828
22 H 4.884 2.352 2.523  0.188
23 H 3.781 3.404 1.604  0.180
24 H 3.797 1.663 1.280  0.181
25 H 1.792 3.729 4.784  0.226
26 H -0.503 4.687 4.619  0.219
27 H -1.871 4.224 2.609  0.212
28 H -2.028 3.426 0.299  0.201
29 H -0.195 -0.673 -4.236  0.233
30 H -1.054 -0.983 -6.538  0.215
31 H -3.003 0.329 -7.310  0.214
32 H -4.087 1.943 -5.783  0.214
33 H -3.216 2.247 -3.487  0.230
34 O 4.160 -1.711 -1.156  -0.629
35 C 3.221 -1.044 -0.517  0.833
36 O 2.558 -0.145 -1.001  -0.593
37 C 3.030 -1.465 0.905  0.086
38 C 3.889 -2.226 1.669  -0.180
39 C 3.525 -2.461 2.996  -0.155
40 C 2.338 -1.953 3.494  -0.169
41 C 1.524 -1.218 2.638  0.137
42 N 1.890 -0.996 1.394  -0.458
43 C 0.160 -0.649 3.000  0.771
44 O -0.227 -0.685 4.141  -0.578
45 O -0.475 -0.176 1.959  -0.832
46 H 4.188 -1.385 -2.069  0.515
47 H 4.805 -2.619 1.255  0.244
48 H 4.172 -3.048 3.633  0.232
49 H 2.020 -2.115 4.514  0.255
50 O -2.425 -5.226 -1.100  -0.672
51 C -3.195 -4.485 -0.309  0.781
52 O -4.207 -4.907 0.187  -0.582
53 C -2.815 -3.056 -0.149  -0.257
54 C -3.628 -2.118 0.463  0.047
55 N -2.976 -0.948 0.430  -0.281
56 N -1.786 -1.058 -0.169  -0.319
57 C -1.678 -2.328 -0.521  0.073
58 C -0.346 -2.780 -1.028  0.808
59 O -0.253 -3.811 -1.681  -0.636
60 O 0.616 -2.016 -0.653  -0.805
61 H -1.646 -4.712 -1.429  0.509
62 H -4.604 -2.224 0.902  0.250
63 H -3.256 -0.059 0.810  0.432



3.
The following is a DFT calculation (wB97M-V/def2-TZVPD) of C27H19N9O5S4V as an isolated structure in a non-equilibrium geometry.

Summary:
Spin multiplicity: 4
<S²>: 3.7627
Highest occupied orbital energy (alpha / beta): -0.0506 / -0.0549 Ha
Energy above the lowest of the compared OMol25 structures with the same formula, charge and spin: 1.6131 eV
Total charge: -2
DFT total energy: -120990.267 eV

Each line ends with the natural charge from an NBO analysis.
CARTESIAN COORDINATES (ANGSTROEM)
1 V 0.141 0.259 2.657  1.027
2 S -1.909 1.378 2.995  -0.515
3 S -3.006 1.255 1.217  -0.144
4 S -4.549 -0.126 1.392  -0.091
5 S -3.916 -2.075 1.127  -0.750
6 O -0.749 -4.736 7.470  -0.763
7 C -0.651 -3.510 7.714  0.729
8 O -0.607 -2.903 8.807  -0.755
9 C -0.523 -2.623 6.472  -0.037
10 C -1.190 -2.934 5.294  -0.223
11 C -1.034 -2.134 4.177  0.040
12 N -0.214 -1.070 4.166  -0.511
13 C 0.420 -0.753 5.315  0.068
14 C 0.272 -1.481 6.473  -0.202
15 C 1.303 0.488 5.217  0.759
16 O 2.003 0.840 6.147  -0.647
17 O 1.228 1.083 4.055  -0.811
18 H -1.825 -3.808 5.251  0.235
19 H -1.586 -2.330 3.264  0.223
20 H 0.784 -1.161 7.371  0.252
21 C 3.345 3.288 -0.743  -0.249
22 N 2.305 2.883 0.181  -0.191
23 C 1.826 1.663 0.443  0.192
24 N 0.855 1.739 1.322  -0.502
25 C 0.779 3.079 1.596  0.193
26 N 1.632 3.811 0.917  -0.288
27 C 2.859 3.519 -2.161  0.053
28 C 3.333 4.596 -2.891  -0.221
29 C 2.921 4.796 -4.200  -0.211
30 C 2.025 3.921 -4.794  -0.174
31 C 1.542 2.846 -4.065  -0.116
32 C 1.953 2.647 -2.760  -0.154
33 C 0.583 1.907 -4.687  0.460
34 N 0.110 1.922 -5.872  -0.299
35 N -0.756 0.814 -5.956  -0.305
36 C -0.713 0.246 -4.806  0.457
37 O 0.118 0.879 -3.953  -0.416
38 C -1.439 -0.950 -4.343  -0.042
39 C -2.370 -1.534 -5.182  -0.199
40 C -3.077 -2.643 -4.741  -0.209
41 C -2.848 -3.158 -3.477  -0.180
42 C -1.902 -2.585 -2.632  0.003
43 C -1.721 -3.203 -1.269  -0.266
44 N -0.785 -2.527 -0.394  -0.191
45 C -0.974 -1.365 0.234  0.248
46 N -0.014 -1.188 1.130  -0.583
47 C 0.726 -2.341 1.029  0.144
48 N 0.303 -3.176 0.118  -0.286
49 C -1.200 -1.474 -3.074  -0.213
50 H 4.120 2.522 -0.731  0.217
51 H 3.763 4.209 -0.347  0.233
52 H 2.190 0.758 -0.022  0.211
53 H 0.066 3.477 2.299  0.246
54 H 4.022 5.295 -2.429  0.208
55 H 3.295 5.644 -4.758  0.211
56 H 1.687 4.060 -5.814  0.233
57 H 1.545 1.812 -2.205  0.222
58 H -2.544 -1.104 -6.162  0.226
59 H -3.819 -3.100 -5.382  0.210
60 H -3.422 -4.008 -3.124  0.216
61 H -1.372 -4.229 -1.360  0.229
62 H -2.689 -3.195 -0.753  0.287
63 H -1.764 -0.657 0.023  0.276
64 H 1.582 -2.553 1.650  0.205
65 H -0.468 -1.001 -2.433  0.229



4.
The following is a DFT calculation (wB97M-V/def2-TZVPD) of C27H20Cl4GdN7O2S2 as an isolated structure in a non-equilibrium geometry.

Summary:
Spin multiplicity: 8
<S²>: 16.0270
Highest occupied orbital energy (alpha / beta): -0.2785 / -0.2759 Ha
Energy above the lowest of the compared OMol25 structures with the same formula, charge and spin: 0.1190 eV
DFT total energy: -135446.741 eV

Each line ends with the Mulliken charge.
CARTESIAN COORDINATES (ANGSTROEM)
1 Gd -0.788 0.150 -0.701  0.506
2 Cl -2.324 -6.804 -0.380  -0.236
3 C -1.748 -5.340 -1.075  0.018
4 C -2.129 -4.161 -0.448  -0.798
5 C -1.599 -2.925 -0.766  0.359
6 N -2.101 -1.722 -0.279  -0.275
7 C -2.956 -1.688 0.811  0.454
8 O -3.286 -2.590 1.579  -0.668
9 C -3.543 -0.335 1.144  0.416
10 C -4.866 -0.222 1.669  -0.883
11 C -5.355 1.002 2.105  -0.289
12 C -4.514 2.073 1.986  -0.926
13 C -3.250 1.898 1.324  0.038
14 N -2.802 0.754 0.944  0.285
15 C -0.616 -2.879 -1.825  -0.138
16 C -0.296 -4.049 -2.475  -0.896
17 C -0.855 -5.308 -2.079  0.176
18 Cl -0.351 -6.794 -2.844  -0.220
19 N -0.025 -1.584 -2.030  -0.131
20 C 1.134 -1.475 -2.730  0.110
21 O 1.550 -2.228 -3.607  -0.760
22 C 2.029 -0.312 -2.385  0.811
23 C 3.324 -0.288 -2.865  -0.554
24 C 4.181 0.745 -2.556  -0.325
25 C 3.703 1.762 -1.701  -1.271
26 C 2.424 1.642 -1.239  -0.079
27 N 1.645 0.606 -1.493  0.367
28 H -2.775 -4.270 0.400  0.693
29 H -5.405 -1.144 1.785  0.485
30 H -6.340 1.056 2.626  0.373
31 H -4.785 3.126 2.226  0.352
32 H -2.732 2.812 0.986  0.246
33 H 0.486 -3.994 -3.188  0.766
34 H 3.596 -1.150 -3.471  0.477
35 H 5.211 0.709 -2.870  0.470
36 H 4.273 2.618 -1.414  0.534
37 H 2.094 2.384 -0.509  0.312
38 C -1.233 5.603 -2.899  -0.899
39 S -0.586 5.414 -1.235  -0.031
40 C -0.671 3.717 -0.944  0.464
41 S -1.505 2.661 -1.959  -0.288
42 N -0.095 3.523 0.222  -1.627
43 N -0.038 2.260 0.634  1.308
44 C 0.611 2.033 1.702  -0.926
45 C 0.815 0.706 2.234  1.233
46 C 1.341 0.570 3.497  -1.078
47 C 1.389 -0.735 4.056  -0.553
48 C 0.745 -1.760 3.352  -1.003
49 C 0.268 -1.497 2.074  -0.047
50 N 0.316 -0.281 1.496  0.454
51 H -0.985 6.628 -3.091  0.359
52 H -2.305 5.462 -3.007  0.296
53 H -0.690 4.979 -3.611  0.303
54 H 1.221 2.822 2.165  0.206
55 H 1.808 1.386 3.963  0.627
56 H 1.780 -0.896 5.050  0.461
57 H 0.532 -2.761 3.779  0.410
58 H -0.185 -2.251 1.450  0.518
59 Cl 5.029 1.212 2.466  -0.165
60 C 5.578 0.096 1.176  -0.247
61 Cl 4.463 -1.198 0.867  -0.102
62 H 6.455 -0.380 1.603  0.348
63 H 5.733 0.611 0.304  0.181



- Which formula does entry 3 have?
  C27H19N9O5S4V